This record from the OMol25 dataset describes one molecule with the formula C2H4N4O in a non-equilibrium geometry. The level of theory is ωB97M-V/def2-TZVPD.

Last column: Löwdin charge in e.
Atoms and positions in Å:
C -0.121 -0.570 0.562  -0.175
C 1.145 -2.188 -0.692  -0.290
N 0.367 -1.798 0.160  0.141
N 0.523 0.853 -1.142  0.055
N -0.133 0.596 -0.034  -0.361
N -1.016 1.493 0.529  0.061
O 1.810 -2.855 -1.382  0.170
H -0.739 -0.862 1.397  0.114
H 0.390 1.818 -1.485  0.037
H -0.598 2.426 0.789  0.124
H -1.629 1.087 1.299  0.124

The gap between HOMO and LUMO (spin up / spin down) is 8.26 / 8.26 eV. The multiplicity is 1. As for the net charge: 0. The value obtained for the HOMO energy (spin up / spin down) is -0.2819 / -0.2819 Eh.



This record from the OMol25 dataset describes one molecule with the formula C2H4N4O in a non-equilibrium geometry. The level of theory is ωB97M-V/def2-TZVPD.

Last column: Löwdin charge in e.
Atoms and positions in Å:
C -0.682 -0.177 -0.709  -0.597
C 1.118 0.358 1.275  -0.210
H -0.652 -0.987 -2.383  0.141
H -2.206 -0.113 0.718  0.239
H 1.661 0.175 2.278  0.146
H 1.313 -0.740 -1.511  0.085
N -1.463 -0.312 -1.773  0.095
N -1.060 -0.161 0.523  0.097
N 1.638 -0.038 0.162  0.052
N 0.727 -0.397 -0.843  0.018
O -0.204 0.866 1.378  -0.066

The gap between HOMO and LUMO is 9.01 eV. The multiplicity is 1. As for the SMILES: [H]/N=C1\NN=CON1. As for the net charge: 0. The value obtained for the HOMO energy is -0.3311 Eh.



Listing energy above the lowest of the compared OMol25 structures with the same formula, charge and spin for the structures above in their given order: 394.3 592.2 kJ/mol.